(1)
C24H17Cl5FeNO3SSi | ωB97M-V with the def2-TZVPD basis set

Computed properties:
**HOMO-LUMO gap (spin up / spin down)**: 6.99 / 4.28 eV
**2S+1**: 6
**⟨S²⟩**: 8.765

Last column: Mulliken charge in e.
Element x y z (Å)
Fe  -0.31  -0.30  -0.94  -0.186
Cl  -1.38  -2.78  2.01  -0.143
C  -1.22  -1.07  2.21  0.844
C  -0.98  -0.30  1.08  -1.118
C  -0.91  1.07  1.29  1.590
Cl  -0.63  2.00  -0.17  -0.110
C  -1.00  1.69  2.52  -0.484
Cl  -0.86  3.39  2.66  -0.153
C  -1.22  0.88  3.63  0.632
Cl  -1.32  1.59  5.19  -0.171
C  -1.34  -0.50  3.48  -0.038
Cl  -1.61  -1.50  4.86  -0.168
C  3.52  -4.45  2.03  -0.426
C  2.63  -3.47  2.44  -0.937
C  2.12  -2.58  1.52  0.355
C  2.54  -2.60  0.18  0.279
C  3.46  -3.57  -0.21  -0.441
C  3.94  -4.50  0.70  -0.619
Si  1.95  -1.32  -1.07  0.477
C  2.58  0.37  -0.47  0.725
C  2.32  0.83  0.83  0.041
C  2.87  2.02  1.28  -0.784
C  3.68  2.77  0.45  -0.496
C  3.95  2.33  -0.84  -0.640
C  3.39  1.15  -1.30  -0.612
H  3.90  -5.18  2.74  0.390
H  2.32  -3.42  3.47  0.409
H  1.38  -1.85  1.83  0.072
H  3.81  -3.59  -1.23  0.321
H  4.63  -5.27  0.38  0.390
H  2.67  -1.61  -2.34  -0.249
H  1.70  0.25  1.50  0.329
H  2.67  2.35  2.29  0.442
H  4.11  3.70  0.80  0.409
H  4.59  2.91  -1.49  0.390
H  3.61  0.81  -2.30  0.368
N  -2.17  -1.45  -1.61  -0.508
C  -2.90  -0.27  -1.96  0.861
C  -3.97  0.17  -1.19  -0.583
C  -4.58  1.37  -1.49  -0.772
C  -4.11  2.11  -2.57  -0.141
C  -3.08  1.67  -3.38  -0.669
C  -2.46  0.47  -3.06  -0.344
S  -4.81  3.79  -2.82  1.277
O  -4.03  4.33  -3.91  -0.704
O  -6.20  3.53  -3.12  -0.667
O  -4.55  4.38  -1.52  -0.659
H  -2.61  -1.98  -0.86  0.255
H  -1.97  -2.06  -2.40  0.230
H  -4.31  -0.42  -0.34  0.320
H  -5.40  1.76  -0.90  0.384
H  -2.78  2.27  -4.22  0.554
H  -1.64  0.09  -3.66  0.481

=====

(2)
C24H17Cl5FeNO3SSi | ωB97M-V with the def2-TZVPD basis set

Computed properties:
**HOMO-LUMO gap (spin up / spin down)**: 6.75 / 3.83 eV
**2S+1**: 6
**⟨S²⟩**: 8.762

Last column: Mulliken charge in e.
Element x y z (Å)
Fe  0.02  -0.07  0.39  -0.262
Cl  -2.86  2.58  0.04  -0.150
C  -1.31  2.77  -0.70  1.017
C  -0.37  1.77  -0.52  -0.887
C  0.87  1.99  -1.09  1.218
Cl  2.01  0.68  -0.81  -0.133
C  1.23  3.11  -1.80  -0.519
Cl  2.82  3.30  -2.41  -0.173
C  0.26  4.10  -1.98  0.625
Cl  0.64  5.52  -2.85  -0.155
C  -1.02  3.92  -1.43  -0.088
Cl  -2.21  5.13  -1.65  -0.166
C  1.33  -3.87  -3.72  -0.394
C  1.13  -2.49  -3.70  -0.868
C  0.37  -1.92  -2.69  0.136
C  -0.20  -2.72  -1.69  0.377
C  0.03  -4.10  -1.71  -0.438
C  0.79  -4.67  -2.72  -0.596
Si  -1.31  -2.01  -0.36  0.585
C  -2.93  -1.43  -1.08  0.469
C  -3.03  -0.32  -1.93  -0.183
C  -4.24  0.02  -2.51  -0.797
C  -5.38  -0.73  -2.24  -0.426
C  -5.30  -1.82  -1.38  -0.602
C  -4.09  -2.16  -0.80  -0.375
H  1.92  -4.32  -4.51  0.389
H  1.56  -1.87  -4.47  0.412
H  0.21  -0.85  -2.69  0.253
H  -0.39  -4.72  -0.93  0.322
H  0.94  -5.74  -2.74  0.385
H  -1.66  -3.15  0.52  -0.284
H  -2.15  0.27  -2.14  0.344
H  -4.30  0.87  -3.18  0.401
H  -6.32  -0.47  -2.71  0.392
H  -6.19  -2.41  -1.18  0.389
H  -4.04  -3.01  -0.13  0.311
N  -0.15  0.26  2.58  -0.448
C  1.12  0.64  3.17  1.160
C  1.54  0.09  4.36  -0.954
C  2.76  0.47  4.90  -0.785
C  3.55  1.39  4.23  -0.104
C  3.14  1.94  3.02  -0.923
C  1.91  1.56  2.49  0.024
S  5.13  1.88  4.98  1.269
O  5.55  3.02  4.19  -0.697
O  4.75  2.16  6.35  -0.671
O  5.92  0.67  4.80  -0.666
H  -0.63  -0.43  3.14  0.254
H  -0.76  1.08  2.50  0.298
H  0.91  -0.63  4.88  0.269
H  3.11  0.08  5.85  0.401
H  3.78  2.65  2.52  0.537
H  1.55  2.00  1.57  0.507

=====

Stability check: which of them is least stable? (2).

=====

(1)
C3H7OP | ωB97M-V with the def2-TZVPD basis set

Computed properties:
**HOMO-LUMO gap**: 8.93 eV
**2S+1**: 1
**SMILES string**: CP=O.C=C

Last column: Mulliken charge in e.
Element x y z (Å)
C  2.66  1.16  -0.49  -0.408
C  2.88  0.26  0.43  -0.428
C  -2.88  -1.25  -0.04  -0.855
O  -2.63  1.36  0.52  -0.435
P  -1.97  0.37  -0.33  0.441
H  1.78  1.12  -1.13  0.197
H  3.32  2.00  -0.65  0.219
H  3.74  0.29  1.09  0.219
H  2.21  -0.58  0.58  0.199
H  -2.20  -1.95  0.44  0.268
H  -3.75  -1.10  0.59  0.291
H  -3.17  -1.67  -1.00  0.292

=====

(2)
C3H7OP | ωB97M-V with the def2-TZVPD basis set

Computed properties:
**HOMO-LUMO gap (spin up / spin down)**: 8.35 / 8.38 eV
**2S+1**: 1

Last column: Mulliken charge in e.
Element x y z (Å)
C  0.34  -1.10  0.80  -0.524
C  0.23  -1.16  -0.73  -0.523
C  0.22  1.72  -0.06  -0.916
O  -3.22  -0.10  0.05  -0.380
P  -0.74  0.15  0.06  0.297
H  -0.12  -1.91  1.35  0.301
H  1.28  -0.78  1.23  0.275
H  1.11  -0.90  -1.31  0.275
H  -0.32  -2.00  -1.13  0.299
H  1.28  1.48  -0.19  0.299
H  -0.13  2.29  -0.92  0.300
H  0.07  2.31  0.84  0.297

=====

Stability check: which of them is least stable? (2).

=====

(1)
C29H39CeN3OP2 | ωB97M-V with the def2-TZVPD basis set

Computed properties:
**HOMO-LUMO gap**: 5.47 eV
**2S+1**: 1
**Charge**: +2

Last column: Mulliken charge in e.
Element x y z (Å)
C  2.68  -3.34  -4.16  -0.612
C  2.91  -2.23  -3.35  -0.105
C  2.67  -0.94  -3.95  0.518
C  1.52  -0.88  -4.87  1.451
C  1.18  -2.06  -5.56  -0.991
C  1.83  -3.25  -5.27  -0.573
C  0.85  0.33  -4.96  -1.810
C  1.50  1.49  -4.56  1.399
C  2.63  1.34  -3.65  0.486
C  2.87  2.44  -2.76  -0.071
C  2.62  3.73  -3.25  -0.707
C  1.78  3.90  -4.36  -0.608
C  1.14  2.81  -4.95  -1.003
H  3.13  -4.29  -3.91  0.484
H  0.44  -1.98  -6.35  0.509
H  1.65  -4.15  -5.91  0.388
H  -0.03  0.41  -5.62  0.563
H  3.06  4.59  -2.77  0.502
H  1.60  4.92  -4.75  0.387
H  0.43  2.92  -5.75  0.503
N  3.39  0.19  -3.62  -0.578
Ce  -0.67  -0.12  -1.67  0.890
C  3.24  -2.34  -1.90  -1.261
H  3.99  -1.60  -1.59  0.488
H  3.56  -3.36  -1.65  0.664
C  3.27  2.20  -1.34  -1.356
H  4.10  1.49  -1.25  0.531
H  3.52  3.13  -0.82  0.647
P  1.66  -1.98  -0.89  0.839
P  1.80  1.42  -0.41  0.916
C  0.93  2.97  0.04  -1.446
H  0.15  2.77  0.80  0.400
H  1.67  3.67  0.45  0.505
H  0.46  3.40  -0.85  0.387
C  2.70  1.12  1.16  -1.459
H  3.00  2.09  1.59  0.502
H  2.02  0.60  1.84  0.372
H  3.59  0.51  0.96  0.389
C  0.82  -3.59  -1.12  -1.506
H  1.50  -4.39  -0.81  0.487
H  -0.08  -3.63  -0.50  0.430
H  0.54  -3.73  -2.17  0.405
C  2.36  -2.28  0.77  -1.413
H  1.57  -2.11  1.51  0.345
H  2.72  -3.32  0.85  0.485
H  3.19  -1.59  0.98  0.364
H  -0.48  0.11  -3.17  -0.104
H  -0.56  1.70  -2.25  0.022
C  -3.39  2.57  6.17  -1.039
C  -4.34  1.69  5.39  -0.561
N  -3.73  0.61  4.62  0.366
C  -3.57  -0.65  5.36  -0.777
C  -4.91  -1.37  5.56  -1.152
C  -2.94  0.93  3.55  0.353
O  -2.63  2.15  3.31  -0.674
C  -2.51  -0.11  2.57  -0.067
C  -3.21  -1.30  2.38  0.259
C  -2.93  -2.03  1.24  -1.392
C  -2.03  -1.54  0.28  -0.208
N  -1.38  -0.35  0.47  0.224
C  -1.57  0.31  1.64  -0.461
H  -2.80  1.98  6.87  0.290
H  -3.99  3.29  6.73  0.375
H  -2.74  3.11  5.49  0.303
H  -5.04  1.18  6.06  0.290
H  -4.91  2.31  4.67  0.367
H  -2.84  -1.30  4.87  0.549
H  -3.18  -0.39  6.37  0.320
H  -5.47  -1.47  4.62  0.348
H  -4.70  -2.38  5.94  0.350
H  -5.53  -0.84  6.29  0.425
H  -3.95  -1.63  3.11  0.256
H  -3.38  -2.99  1.07  0.510
H  -1.80  -2.11  -0.63  0.635
H  -0.98  1.22  1.78  0.461

=====

(2)
C29H39CeN3OP2 | ωB97M-V with the def2-TZVPD basis set

Computed properties:
**HOMO-LUMO gap**: 5.89 eV
**2S+1**: 1
**Charge**: +2

Last column: Mulliken charge in e.
Element x y z (Å)
C  4.33  -0.05  -3.92  -0.944
C  3.63  0.43  -2.80  0.434
C  2.60  1.41  -3.00  0.615
C  2.36  1.90  -4.30  0.494
C  3.10  1.43  -5.39  -0.901
C  4.08  0.44  -5.21  -0.940
C  1.24  2.91  -4.45  -1.148
C  1.23  3.86  -3.27  0.483
C  1.53  3.28  -2.01  0.388
C  1.50  4.09  -0.84  0.438
C  1.12  5.44  -0.95  -1.008
C  0.81  6.00  -2.19  -0.904
C  0.89  5.22  -3.35  -0.943
H  5.10  -0.81  -3.76  0.425
H  2.90  1.82  -6.39  0.440
H  4.65  0.05  -6.06  0.405
H  1.30  3.45  -5.40  0.548
H  1.09  6.06  -0.04  0.417
H  0.53  7.06  -2.26  0.407
H  0.66  5.65  -4.33  0.444
N  1.87  1.92  -1.91  0.656
Ce  0.68  0.71  -0.69  0.239
C  3.95  -0.06  -1.42  -0.926
H  4.17  0.79  -0.74  0.256
H  4.82  -0.74  -1.43  0.658
C  1.95  3.51  0.48  -0.976
H  2.97  3.09  0.37  0.355
H  1.96  4.27  1.27  0.618
P  2.45  -0.89  -0.69  1.088
P  0.94  2.05  1.04  1.117
C  -0.58  2.79  1.77  -1.370
H  -1.20  1.99  2.22  0.484
H  -0.33  3.54  2.53  0.451
H  -1.16  3.25  0.95  0.372
C  1.85  1.46  2.53  -1.296
H  1.85  2.22  3.32  0.454
H  1.38  0.53  2.90  0.374
H  2.89  1.23  2.24  0.332
C  2.22  -2.34  -1.81  -1.621
H  3.18  -2.86  -2.01  0.505
H  1.51  -3.05  -1.35  0.508
H  1.80  -1.99  -2.76  0.402
C  3.06  -1.68  0.86  -1.240
H  2.20  -2.14  1.39  0.340
H  3.81  -2.46  0.64  0.448
H  3.50  -0.92  1.52  0.354
H  0.27  2.36  -4.45  0.249
H  -0.47  1.85  -0.91  0.131
C  -5.32  -1.60  5.06  -1.117
C  -5.50  -2.57  3.89  -0.472
N  -4.25  -2.89  3.19  0.287
C  -3.78  -4.28  3.27  -0.802
C  -4.74  -5.28  2.59  -1.078
C  -3.55  -1.89  2.53  0.421
O  -3.91  -0.73  2.66  -0.649
C  -2.44  -2.10  1.54  -0.033
C  -2.40  -3.23  0.71  0.261
C  -1.53  -3.29  -0.36  -1.489
C  -0.69  -2.22  -0.59  -0.745
N  -0.63  -1.15  0.24  0.013
C  -1.52  -1.05  1.27  -0.490
H  -4.61  -2.03  5.79  0.288
H  -6.30  -1.45  5.55  0.379
H  -4.97  -0.60  4.74  0.289
H  -5.96  -3.48  4.32  0.304
H  -6.23  -2.15  3.16  0.324
H  -2.76  -4.41  2.87  0.543
H  -3.69  -4.56  4.34  0.326
H  -4.88  -5.05  1.52  0.321
H  -4.31  -6.30  2.68  0.346
H  -5.74  -5.28  3.07  0.389
H  -3.11  -4.04  0.78  0.326
H  -1.58  -4.12  -1.06  0.478
H  -0.21  -2.18  -1.53  1.064
H  -1.56  -0.14  1.83  0.404

=====

Stability check: which of them is least stable? (1).

=====

(1)
C8H13N2O | ωB97M-V with the def2-TZVPD basis set

Computed properties:
**HOMO-LUMO gap**: 8.45 eV
**2S+1**: 1
**Charge**: +1

Last column: Mulliken charge in e.
Element x y z (Å)
C  1.55  -1.53  -1.29  0.620
C  -2.29  0.11  -1.14  -0.156
C  -0.63  2.49  0.67  -0.506
C  -0.46  1.29  1.63  -0.670
C  -1.46  -1.07  1.20  -0.990
C  -0.66  1.79  -0.63  -0.870
C  -1.06  0.17  0.94  0.646
C  3.89  -1.97  -0.62  -0.654
N  2.65  -1.27  -0.93  -0.269
N  -1.42  0.58  -0.35  0.182
O  0.42  -1.58  -1.60  -0.514
H  -2.77  -0.75  -0.77  0.268
H  -2.26  0.25  -2.24  0.287
H  -1.62  2.98  0.80  0.296
H  0.24  3.26  0.77  0.308
H  0.47  1.10  2.03  0.404
H  -1.01  1.54  2.50  0.351
H  -1.30  -1.37  2.26  0.263
H  -1.84  -1.86  0.51  0.282
H  -1.05  2.34  -1.38  0.596
H  0.32  1.70  -1.05  0.286
H  4.27  -2.48  -1.54  0.300
H  4.49  -1.21  -0.28  0.259
H  3.72  -2.67  0.26  0.280

=====

(2)
C8H13N2O | ωB97M-V with the def2-TZVPD basis set

Computed properties:
**HOMO-LUMO gap**: 7.69 eV
**2S+1**: 1
**Charge**: +1

Last column: Mulliken charge in e.
Element x y z (Å)
C  -3.36  0.41  0.90  -0.536
C  -2.01  0.61  0.62  -0.051
C  -4.06  -0.34  -0.01  -0.157
C  -2.22  -0.63  -1.40  -0.328
C  -1.41  -0.04  -0.41  0.590
C  2.35  -1.18  -0.46  -0.868
C  2.78  1.14  -0.38  -0.877
C  0.94  0.11  0.91  -0.560
N  -3.54  -0.64  -1.14  -0.517
N  2.31  0.03  0.42  0.012
O  -0.08  0.09  -0.63  -0.482
H  -3.89  0.73  1.78  0.385
H  -1.22  0.97  1.38  0.198
H  -5.01  -0.66  0.39  0.347
H  -1.84  -0.78  -2.42  0.358
H  1.48  -1.05  -1.14  0.427
H  3.36  -1.27  -0.89  0.365
H  2.17  -2.16  -0.08  0.377
H  3.93  0.95  -0.23  0.387
H  2.34  1.19  -1.35  0.281
H  2.62  1.99  0.22  0.440
H  0.70  1.18  1.16  0.463
H  0.68  -0.60  1.62  0.436
H  2.95  -0.04  1.14  0.307

=====

Stability check: which of them is least stable? (2).